Entry 1:
A 2-piece molecular cluster, C18H18N2 overall in a non-equilibrium geometry. Source: OMol25; level of theory: ωB97M-V/def2-TZVPD.

Last column: natural (NBO) charge in e.
Geometry (Å):
1 C 3.105 -1.664 0.642  -0.63
2 C 1.899 -2.231 -1.563  -0.08
3 C 3.056 -2.282 -0.704  -0.09
4 C 2.161 -3.057 -2.673  0.14
5 C 3.989 -3.006 -1.369  -0.03
6 C -0.263 -1.741 -2.447  -0.24
7 C -0.010 -2.647 -3.508  -0.21
8 C 0.669 -1.557 -1.459  -0.20
9 C 1.175 -3.349 -3.596  -0.24
10 N 3.434 -3.590 -2.508  -0.54
11 H -1.102 -1.095 -2.682  0.21
12 H -0.848 -2.867 -4.142  0.21
13 H 0.615 -0.970 -0.544  0.22
14 H 1.267 -4.117 -4.305  0.21
15 H 3.953 -1.961 1.259  0.22
16 H 2.138 -1.821 1.116  0.22
17 H 5.013 -3.236 -1.114  0.21
18 H 4.027 -3.717 -3.312  0.40
19 H 3.257 -0.574 0.640  0.22
20 C 0.478 3.474 3.163  -0.63
21 C -2.901 2.331 2.085  0.13
22 C -1.543 2.524 1.788  -0.09
23 C -0.953 3.111 2.964  -0.09
24 C -1.951 3.290 3.857  -0.02
25 C -3.838 1.855 1.176  -0.22
26 C -3.396 1.484 -0.087  -0.22
27 C -2.032 1.617 -0.370  -0.24
28 C -1.114 2.175 0.492  -0.20
29 N -3.129 2.767 3.367  -0.53
30 H -4.901 1.882 1.337  0.21
31 H -4.064 0.947 -0.747  0.22
32 H -4.039 2.969 3.734  0.41
33 H -1.595 1.371 -1.330  0.21
34 H -1.936 3.716 4.848  0.21
35 H -0.053 2.210 0.270  0.21
36 H 0.569 3.968 4.132  0.21
37 H 0.849 4.286 2.526  0.22
38 H 1.173 2.636 3.146  0.22

HOMO-LUMO gap   0.321 Ha
Lowest unoccupied orbital energy   0.88 eV
ΔE to the lowest compared entry with this formula, charge and spin   95.7 kJ/mol
Structure (SMILES)   Cc1c[nH]c2ccccc12.Cc1c[nH]c2ccccc12


Entry 2:
An isolated molecule of C9H9O2P in a non-equilibrium geometry. Source: OMol25; level of theory: ωB97M-V/def2-TZVPD.

Last column: natural (NBO) charge in e.
Geometry (Å):
1 C 2.990 -0.202 0.439  -0.20
2 C 2.164 -0.991 1.279  -0.21
3 C 2.462 0.528 -0.597  -0.18
4 C 0.780 -1.095 1.030  -0.16
5 C 0.997 0.427 -0.813  -0.06
6 C 0.202 -0.339 -0.013  -0.37
7 C 0.607 1.184 -1.975  -0.33
8 C -0.503 1.162 -2.668  -0.08
9 C -3.370 0.099 1.367  -0.26
10 O -2.061 -1.938 -0.036  -1.02
11 O -2.245 0.474 0.619  -0.80
12 P -1.581 -0.592 -0.462  1.80
13 H 4.107 -0.216 0.653  0.22
14 H 2.611 -1.258 2.241  0.22
15 H 2.933 1.144 -1.386  0.21
16 H 0.205 -1.826 1.602  0.24
17 H 1.507 1.738 -2.340  0.22
18 H -0.737 1.411 -3.637  0.18
19 H -4.233 0.710 0.968  0.17
20 H -3.372 0.542 2.288  0.18
21 H -3.465 -0.961 1.444  0.21

HOMO-LUMO gap (spin up / spin down)   0.280 / 0.296 Ha
Lowest unoccupied orbital energy (spin up / spin down)   -1.39 / -0.63 eV
ΔE to the lowest compared entry with this formula, charge and spin   320.8 kJ/mol


Entry 3:
A 3-piece molecular cluster, C18H16N4O6 overall in a non-equilibrium geometry. Source: OMol25; level of theory: ωB97M-V/def2-TZVPD.

Last column: natural (NBO) charge in e.
Geometry (Å):
1 O 0.710 -1.405 -0.538  -0.59
2 C -0.538 -1.295 -0.360  0.88
3 O -0.947 -0.883 0.967  -0.72
4 N -1.538 -1.585 -1.399  -0.65
5 C -2.844 -1.098 -0.812  0.34
6 C -3.065 0.417 -0.944  -0.32
7 C -4.394 0.969 -0.303  -0.16
8 C -5.225 -0.178 0.353  -0.27
9 C -4.853 -1.670 0.352  0.03
10 N -3.642 -2.112 -0.244  -0.42
11 H -1.050 0.101 0.871  0.50
12 H -1.334 -1.073 -2.272  0.41
13 H -2.301 1.111 -1.453  0.26
14 H -4.691 2.065 -0.305  0.25
15 H -6.205 0.114 0.880  0.23
16 H -5.533 -2.465 0.833  0.23
17 C 2.932 0.130 -5.008  -0.17
18 C 2.471 -0.053 -3.707  -0.21
19 C 1.456 0.754 -3.208  -0.21
20 C 0.904 1.742 -4.024  0.07
21 C 1.366 1.936 -5.324  -0.21
22 C 2.384 1.125 -5.814  -0.21
23 N -0.184 2.578 -3.511  0.52
24 O -0.550 2.390 -2.357  -0.41
25 O -0.666 3.410 -4.262  -0.36
26 H 3.722 -0.506 -5.396  0.22
27 H 2.903 -0.829 -3.083  0.24
28 H 1.106 0.600 -2.193  0.26
29 H 0.946 2.704 -5.963  0.25
30 H 2.750 1.265 -6.826  0.23
31 C 2.882 -0.806 3.064  -0.18
32 C 3.511 -0.800 4.306  -0.21
33 C 2.761 -0.637 5.466  -0.21
34 C 1.379 -0.485 5.371  0.08
35 C 0.744 -0.482 4.130  -0.21
36 C 1.502 -0.643 2.975  -0.21
37 N 0.582 -0.338 6.591  0.51
38 O 1.174 -0.326 7.661  -0.38
39 O -0.631 -0.240 6.471  -0.38
40 H 3.470 -0.939 2.161  0.22
41 H 4.587 -0.925 4.370  0.22
42 H 3.263 -0.634 6.427  0.25
43 H -0.330 -0.360 4.047  0.25
44 H 1.019 -0.646 2.005  0.25

HOMO-LUMO gap   0.313 Ha
Lowest unoccupied orbital energy   -0.99 eV
ΔE to the lowest compared entry with this formula, charge and spin   612.4 kJ/mol
Structure (SMILES)   O=[N+]([O-])c1ccccc1.O=[N+]([O-])c1ccccc1.O=C(O)Nc1ccccn1


Entry 4:
A 2-piece molecular cluster, C17H26NO2 overall in a non-equilibrium geometry. Source: OMol25; level of theory: ωB97M-V/def2-TZVPD.

Last column: natural (NBO) charge in e.
Geometry (Å):
1 C -1.411 -0.123 -1.661  -0.70
2 C -0.251 0.457 -0.923  0.19
3 C 1.109 0.279 -1.366  -0.27
4 C 2.028 1.368 -1.609  0.19
5 C 1.583 2.797 -1.722  -0.67
6 C 3.374 1.099 -1.773  -0.27
7 C 3.891 -0.185 -1.833  0.09
8 C 5.367 -0.450 -1.922  -0.65
9 C 2.966 -1.250 -1.825  -0.24
10 C 1.591 -1.029 -1.657  0.10
11 C 0.696 -2.221 -1.728  -0.65
12 H -2.218 0.626 -1.744  0.24
13 H -1.229 -0.493 -2.691  0.25
14 H -1.817 -0.954 -1.055  0.24
15 H -0.472 1.468 -0.544  0.21
16 H 2.464 3.460 -1.745  0.24
17 H 1.015 2.995 -2.648  0.24
18 H 0.957 3.112 -0.879  0.22
19 H 4.083 1.936 -1.846  0.22
20 H 5.570 -1.522 -1.940  0.23
21 H 5.807 0.000 -2.823  0.24
22 H 5.898 -0.021 -1.059  0.24
23 H 3.333 -2.261 -1.920  0.22
24 H 1.306 -3.137 -1.807  0.24
25 H 0.063 -2.302 -0.828  0.21
26 H 0.034 -2.200 -2.611  0.24
27 C -5.117 -1.867 2.652  -0.27
28 O -4.283 -0.772 2.216  -0.50
29 C -3.007 -1.034 1.892  0.79
30 C -2.258 0.200 1.397  -0.16
31 C -2.219 1.301 2.466  -0.41
32 C -0.726 1.585 2.719  -0.42
33 C 0.047 0.455 2.032  -0.24
34 N -0.850 -0.105 0.959  -0.50
35 O -2.520 -2.156 1.985  -0.60
36 H -6.147 -1.545 2.479  0.21
37 H -4.905 -2.782 2.083  0.21
38 H -4.957 -2.050 3.722  0.20
39 H -2.839 0.531 0.530  0.24
40 H -2.698 2.187 2.030  0.24
41 H -2.750 1.031 3.400  0.24
42 H -0.455 2.525 2.231  0.21
43 H -0.486 1.697 3.790  0.24
44 H 0.999 0.776 1.623  0.22
45 H 0.265 -0.310 2.790  0.22
46 H -0.830 -1.115 1.166  0.44

HOMO-LUMO gap   0.302 Ha
Total charge   +1
Lowest unoccupied orbital energy   -4.01 eV
ΔE to the lowest compared entry with this formula, charge and spin   84.7 kJ/mol